The following is a DFT calculation (ωB97M-V with the def2-TZVPD basis set) of a cluster of 2 separate species, C37H38N3 in total in a non-equilibrium geometry.

ORCA input file:
```
! wB97M-V def2-TZVPD RIJCOSX def2/J DEFGRID3
* xyz 1 1
C 7.52 0.01 2.26
C 6.03 0.23 2.33
C 5.14 -0.59 1.62
C 3.75 -0.38 1.67
C 2.86 -1.26 0.87
C 3.24 0.68 2.45
N 1.88 1.12 2.30
C 0.70 0.49 2.50
N -0.29 1.41 2.45
C -1.67 1.18 2.66
C -2.05 0.35 3.78
C -1.16 -0.23 4.68
C -3.45 0.07 3.90
C -4.36 0.39 2.91
C -5.77 -0.13 3.00
C -3.93 1.15 1.81
C -2.59 1.58 1.69
C -2.19 2.34 0.46
C 0.28 2.63 2.04
C 1.59 2.45 1.94
C 4.12 1.48 3.19
C 3.65 2.58 4.09
C 5.50 1.23 3.13
H 8.02 0.57 3.07
H 7.77 -1.05 2.37
H 7.95 0.36 1.31
H 5.53 -1.42 1.02
H 1.86 -1.33 1.31
H 2.75 -0.90 -0.17
H 3.27 -2.27 0.80
H -1.54 -0.92 5.43
H 0.59 -0.51 2.90
H -0.13 0.10 4.77
H -3.78 -0.53 4.75
H -6.46 0.52 2.45
H -5.85 -1.14 2.58
H -6.09 -0.19 4.05
H -4.63 1.41 1.02
H -3.04 2.35 -0.23
H -1.93 3.39 0.66
H -1.35 1.87 -0.06
H -0.31 3.53 1.89
H 2.38 3.13 1.72
H 4.45 2.80 4.80
H 3.44 3.51 3.56
H 2.76 2.30 4.68
H 6.16 1.84 3.75
C -4.32 -4.10 6.10
N -3.46 -3.76 4.97
C -3.86 -3.20 3.80
C -2.73 -3.00 2.96
C -2.67 -2.26 1.77
C -1.74 -2.41 0.66
C -0.73 -1.44 0.54
C 0.02 -1.31 -0.62
C -0.17 -2.21 -1.67
C -1.14 -3.21 -1.56
C -1.95 -3.30 -0.43
C -1.59 -3.53 3.71
C -0.22 -3.47 3.49
C 0.64 -3.85 4.54
C 0.13 -4.24 5.78
C -1.25 -4.30 6.02
C -2.08 -3.96 4.96
H -3.77 -4.01 7.04
H -5.17 -3.41 6.11
H -4.70 -5.13 6.02
H -4.89 -2.97 3.57
H -3.59 -1.70 1.53
H -0.69 -0.71 1.37
H 0.72 -0.48 -0.70
H 0.45 -2.12 -2.56
H -1.28 -3.92 -2.38
H -2.78 -4.01 -0.37
H 0.14 -3.16 2.52
H 1.72 -3.83 4.37
H 0.82 -4.51 6.57
H -1.67 -4.58 6.99
*
```

Calculated values
**Lowest unoccupied orbital energy**: -4.28 eV
**Highest occupied orbital energy**: -8.01 eV

---

The following is a DFT calculation (ωB97M-V with the def2-TZVPD basis set) of a cluster of 21 separate species, C46H74BN21O3 in total in a non-equilibrium geometry.

ORCA input file:
```
! wB97M-V def2-TZVPD RIJCOSX def2/J DEFGRID3
* xyz 0 1
C -2.10 2.58 -3.58
C -2.29 1.10 -4.30
C -3.81 0.50 -4.16
O -4.20 0.07 -2.81
C -3.32 -0.99 -2.28
O -2.98 -0.90 -0.97
B -2.75 -2.29 -3.10
O -2.26 -2.30 -4.50
N -2.69 -3.62 -2.31
C -3.15 -4.79 -3.16
C -1.26 -3.88 -1.82
H -1.16 3.16 -4.04
H -1.97 2.48 -2.42
H -3.04 3.24 -3.86
H -2.12 1.30 -5.46
H -1.49 0.31 -3.98
H -4.01 -0.33 -5.00
H -4.55 1.39 -4.45
H -3.04 -2.32 -5.16
H -2.98 -5.77 -2.50
H -2.49 -4.88 -4.12
H -4.30 -4.73 -3.35
H -0.51 -3.99 -2.73
H -0.93 -3.06 -1.05
H -1.32 -4.92 -1.23
C 1.57 -3.02 1.25
C 1.69 -4.26 0.39
N 1.78 -5.29 -0.33
H 2.56 -2.56 1.38
H 0.90 -2.29 0.78
H 1.18 -3.28 2.24
C 0.24 -2.24 5.95
C 1.53 -2.50 5.20
N 2.61 -2.72 4.57
H -0.49 -1.76 5.29
H -0.19 -3.19 6.30
H 0.43 -1.59 6.81
C 0.31 6.63 -4.77
C -0.47 5.49 -5.42
N -1.11 4.55 -5.96
H 0.12 7.56 -5.31
H -0.01 6.75 -3.73
H 1.38 6.41 -4.80
C 2.26 2.61 -4.65
C 1.58 3.42 -3.56
N 1.02 4.10 -2.66
H 2.39 1.57 -4.32
H 1.64 2.61 -5.56
H 3.24 3.03 -4.88
C 4.20 0.66 6.88
C 2.84 0.08 7.25
N 1.72 -0.40 7.55
H 4.09 1.70 6.57
H 4.87 0.62 7.75
H 4.64 0.09 6.07
C 4.82 0.07 -2.02
C 4.79 1.56 -2.29
N 4.77 2.80 -2.51
H 5.83 -0.24 -1.73
H 4.12 -0.18 -1.22
H 4.53 -0.48 -2.93
C 2.23 3.34 0.50
C 3.18 3.90 1.55
N 3.96 4.36 2.42
H 2.75 3.23 -0.46
H 1.85 2.37 0.82
H 1.38 4.02 0.36
C 6.08 -2.15 3.46
C 6.17 -0.70 3.93
N 6.25 0.50 4.31
H 6.89 -2.73 3.91
H 5.12 -2.57 3.77
H 6.16 -2.19 2.37
C -6.22 3.80 -2.35
C -4.94 4.59 -2.53
N -3.87 5.24 -2.67
H -6.65 4.00 -1.37
H -6.95 4.09 -3.12
H -6.02 2.73 -2.44
C 0.44 -2.79 -7.32
C 0.54 -1.35 -6.86
N 0.61 -0.15 -6.47
H 1.25 -3.38 -6.88
H -0.52 -3.22 -7.02
H 0.53 -2.84 -8.41
C -3.48 -0.53 3.66
C -2.54 0.03 4.71
N -1.75 0.49 5.58
H -2.96 -0.64 2.71
H -3.86 -1.50 3.98
H -4.33 0.15 3.53
C 10.48 -1.57 4.61
C 9.71 -2.71 3.96
N 9.07 -3.65 3.42
H 10.29 -0.64 4.07
H 10.16 -1.46 5.65
H 11.55 -1.79 4.58
C 1.28 3.80 8.78
C 2.80 3.75 8.82
N 4.06 3.71 8.84
H 0.91 4.60 9.43
H 0.93 3.97 7.76
H 0.87 2.85 9.14
C 5.02 -6.71 -0.65
C 5.42 -7.21 -2.03
N 5.75 -7.63 -3.18
H 3.96 -6.46 -0.65
H 5.20 -7.49 0.09
H 5.60 -5.83 -0.40
C -10.10 2.69 -4.65
C -8.58 2.65 -4.62
N -7.32 2.61 -4.59
H -10.46 3.50 -4.01
H -10.45 2.87 -5.67
H -10.51 1.74 -4.30
C -7.37 -2.24 4.10
C -6.42 -1.68 5.15
N -5.64 -1.21 6.02
H -6.85 -2.35 3.15
H -7.75 -3.21 4.42
H -8.22 -1.56 3.97
C 14.00 -0.21 2.48
C 12.70 0.31 3.09
N 11.63 0.74 3.59
H 13.81 -0.56 1.46
H 14.74 0.58 2.45
H 14.38 -1.04 3.07
C -8.01 -0.55 -7.75
C -9.30 -0.03 -7.13
N -10.37 0.40 -6.63
H -8.19 -0.90 -8.77
H -7.26 0.24 -7.77
H -7.62 -1.38 -7.15
C 1.83 7.14 3.67
C 1.11 7.12 5.01
N 0.50 7.10 6.11
H 2.27 8.12 3.50
H 2.62 6.39 3.67
H 1.13 6.92 2.86
C -9.59 -5.09 1.20
C -9.49 -3.64 1.66
N -9.42 -2.44 2.05
H -8.78 -5.67 1.64
H -10.55 -5.51 1.50
H -9.50 -5.13 0.11
*
```

Calculated values
**Lowest unoccupied orbital energy**: -0.71 eV
**Highest occupied orbital energy**: -9.38 eV

---

Question: Among the records above, which one has the lowest highest occupied orbital energy?
Answer: C46H74BN21O3